Entry 1:
ORCA calculation (wB97M-V/def2-TZVPD) on a single C3H2N2O2 molecule.

```
9
Properties=species:S:1:pos:R:3:mulliken_charge:R:1
O -2.385 0.322 -0.928 -0.40
C -1.702 0.246 0.058 -0.07
C -0.386 -0.526 0.038 0.66
N 0.653 0.237 0.646 -0.28
C 1.831 0.355 -0.128 0.23
N 2.021 -0.623 0.600 -0.32
O -0.281 -1.639 -0.398 -0.46
H -1.975 0.732 1.009 0.33
H 2.261 0.987 -0.896 0.31
```

The calculation puts the frontier orbital gap at 9.6 eV. As for the SMILES: O=CC(=O)N1C=N1. The calculation puts the maximum force at 0.62 eV/A. The value obtained for the relative energy (zero: lowest compared OMol25 entry of this formula, charge and spin) is 3.809 eV.

Entry 2:
ORCA calculation (wB97M-V/def2-TZVPD) on a molecular structure, C3H2N2O2.

```
9
Properties=species:S:1:pos:R:3:mulliken_charge:R:1
N -2.017 -1.224 -0.009 -0.37
C -1.390 -0.211 0.063 0.69
O 0.861 -0.759 0.447 -0.60
C 1.612 0.106 -0.008 0.21
O 1.306 1.294 -0.418 -0.41
C -1.127 1.103 0.176 -0.02
N -0.253 1.950 0.065 -0.22
H -1.690 -2.162 -0.206 0.33
H 2.699 -0.096 -0.110 0.39
```

The calculation puts the frontier orbital gap (spin up / spin down) at 8.1 / 8.1 eV. The calculation puts the maximum force at 0.90 eV/A. The value obtained for the relative energy (zero: lowest compared OMol25 entry of this formula, charge and spin) is 4.546 eV.

Entry 3:
ORCA calculation (wB97M-V/def2-TZVPD) on a single C3H2N2O3 molecule in a non-equilibrium geometry.

```
10
Properties=species:S:1:pos:R:3:mulliken_charge:R:1
C 0.200 -0.796 -0.298 -0.75
C 0.274 0.161 0.723 -0.02
C 0.787 -2.011 -0.298 0.92
N 0.960 -0.163 1.882 0.54
N 1.340 -1.481 1.729 0.11
O 1.061 0.630 2.844 -0.69
O 2.009 -2.039 2.576 -0.45
O 1.104 -3.095 -0.558 -0.31
H -0.585 -0.448 -0.982 0.27
H -0.264 1.064 0.500 0.39
```

The calculation puts the frontier orbital gap (spin up / spin down) at 6.7 / 6.6 eV. As for the SMILES: O=C=C/C=[N+](/[O-])N=O. The calculation puts the maximum force at 2.87 eV/A. The value obtained for the relative energy (zero: lowest compared OMol25 entry of this formula, charge and spin) is 7.656 eV.

Entry 4:
ORCA calculation (wB97M-V/def2-TZVPD) on a single C3H2N2O3 molecule in a non-equilibrium geometry.

```
10
Properties=species:S:1:pos:R:3:mulliken_charge:R:1
C 0.486 -0.898 0.031 0.35
C -0.986 1.071 0.022 -0.10
C 0.400 0.579 -0.071 0.79
H 2.249 -0.522 -0.242 0.39
H -1.039 2.183 0.281 0.34
N -0.549 -1.669 0.085 -0.33
N -2.018 0.296 0.002 -0.24
O 1.786 -1.362 0.009 -0.47
O -1.763 -1.004 -0.104 -0.08
O 1.435 1.327 -0.014 -0.64
```

The calculation puts the frontier orbital gap at 9.2 eV. As for the SMILES: O=c1cnonc1O. The calculation puts the maximum force at 4.26 eV/A. The value obtained for the relative energy (zero: lowest compared OMol25 entry of this formula, charge and spin) is 5.135 eV.

Entry 5:
ORCA calculation (wB97M-V/def2-TZVPD) on a single C3H2N2O3 molecule in a non-equilibrium geometry.

```
10
Properties=species:S:1:pos:R:3:mulliken_charge:R:1
C -0.203 -1.132 0.141 0.13
C -0.052 1.157 -0.109 -0.08
C 1.826 0.011 0.117 -0.25
N -0.671 -0.031 -0.075 -0.35
N 3.261 -0.175 -0.016 1.01
O 3.653 -1.315 -0.132 -0.52
O 3.931 0.832 0.109 -0.53
O 1.284 1.163 -0.036 -0.18
H 0.316 -2.027 -0.254 0.33
H -0.566 2.030 -0.359 0.44
```

The calculation puts the frontier orbital gap (spin up / spin down) at 7.1 / 7.1 eV. The calculation puts the maximum force at 3.92 eV/A. The value obtained for the relative energy (zero: lowest compared OMol25 entry of this formula, charge and spin) is 10.325 eV.

Entry 6:
ORCA calculation (wB97M-V/def2-TZVPD) on 2 unconnected molecules or ions with the total composition C3H2N2O3 in a non-equilibrium geometry.

```
10
Properties=species:S:1:pos:R:3:mulliken_charge:R:1
C 1.133 0.925 -0.001 0.66
C 1.266 -0.519 -0.689 -0.69
C 0.117 -1.281 -0.922 0.63
H 1.911 2.406 0.790 0.35
H 2.337 -0.754 -0.914 0.33
N -2.080 -1.312 1.226 -0.04
N -2.339 0.351 1.093 0.06
O 2.296 1.771 0.110 -0.46
O -0.818 -1.928 -1.193 -0.29
O -0.029 1.447 0.278 -0.55
```

The calculation puts the frontier orbital gap at 7.9 eV. As for the SMILES: O=C=CC(=O)O.N#N. The calculation puts the maximum force at 15.59 eV/A. The value obtained for the relative energy (zero: lowest compared OMol25 entry of this formula, charge and spin) is 10.873 eV.

Entry 7:
ORCA calculation (wB97M-V/def2-TZVPD) on a single C3H2N2OS molecule in a non-equilibrium geometry.

```
9
Properties=species:S:1:pos:R:3:mulliken_charge:R:1
C 0.892 -0.505 -0.636 0.35
C -0.539 -0.761 -0.459 -0.03
C -0.642 0.935 0.927 0.02
H -0.939 -1.658 -0.895 0.41
H -1.271 1.466 1.678 0.36
N -1.317 -0.090 0.280 -0.47
N 0.539 1.351 0.773 -0.28
O 1.400 0.638 -0.034 -0.12
S 1.878 -1.376 -1.633 -0.24
```

The calculation puts the frontier orbital gap at 8.0 eV. As for the SMILES: S=c1cncno1. The calculation puts the maximum force at 2.28 eV/A. The value obtained for the relative energy (zero: lowest compared OMol25 entry of this formula, charge and spin) is 2.225 eV.

Entry 8:
ORCA calculation (wB97M-V/def2-TZVPD) on a single C3H2N2OS molecule in a non-equilibrium geometry.

```
9
Properties=species:S:1:pos:R:3:mulliken_charge:R:1
C -0.325 0.947 0.087 0.08
C -0.808 1.388 -1.051 0.04
C 0.798 -1.103 1.032 0.64
N 0.721 0.041 0.294 -0.12
N 0.890 -1.300 -0.329 -0.44
O 0.829 -1.578 2.108 -0.45
S -1.515 1.881 -2.345 -0.32
H -0.668 1.429 0.998 0.31
H 0.078 -1.706 -0.794 0.26
```

The calculation puts the frontier orbital gap at 7.5 eV. As for the SMILES: O=C1NN1C=C=S. The calculation puts the maximum force at 1.73 eV/A. The value obtained for the relative energy (zero: lowest compared OMol25 entry of this formula, charge and spin) is 3.543 eV.

Entry 9:
ORCA calculation (wB97M-V/def2-TZVPD) on a single C3H2N2OS molecule in a non-equilibrium geometry.

```
9
Properties=species:S:1:pos:R:3:mulliken_charge:R:1
C 1.186 0.228 -0.459 -0.60
C -0.086 -0.281 -0.146 0.78
C -1.163 -0.713 -1.179 -0.12
H 1.706 -0.134 -1.504 0.22
H -0.980 -1.210 -2.107 0.34
N -2.147 -1.187 -0.575 -0.22
N -0.710 -0.457 1.043 -0.24
O -1.999 -0.728 0.815 -0.05
S 2.228 1.455 0.283 -0.12
```

The calculation puts the frontier orbital gap at 7.4 eV. As for the SMILES: S=Cc1cnon1. The calculation puts the maximum force at 6.50 eV/A. The value obtained for the relative energy (zero: lowest compared OMol25 entry of this formula, charge and spin) is 4.499 eV.

Entry 10:
ORCA calculation (wB97M-V/def2-TZVPD) on a single C3H2N2OS2 molecule in a non-equilibrium geometry.

```
10
Properties=species:S:1:pos:R:3:mulliken_charge:R:1
C 0.362 1.355 0.094 0.28
C -0.553 -0.914 -0.107 0.66
C 0.575 -0.085 -0.118 0.03
H 1.088 3.344 0.019 0.24
H -1.483 2.313 -0.027 0.31
N 1.321 2.279 -0.114 -0.58
N -1.042 1.375 0.338 -0.30
O -0.612 -2.161 0.175 -0.56
S -1.938 -0.074 -0.135 -0.03
S 2.002 -0.931 -0.001 -0.06
```

The calculation puts the frontier orbital gap at 6.9 eV. As for the SMILES: [H]/N=C1\NSC(=O)C1=S. The calculation puts the maximum force at 7.37 eV/A. The value obtained for the relative energy (zero: lowest compared OMol25 entry of this formula, charge and spin) is 2.690 eV.

Entry 11:
ORCA calculation (wB97M-V/def2-TZVPD) on 2 unconnected molecules or ions with the total composition C3H2N2S in a non-equilibrium geometry.

```
8
Properties=species:S:1:pos:R:3:mulliken_charge:R:1
C 0.662 0.751 0.293 -0.35
C 0.214 -0.362 0.168 -0.48
C 2.896 -1.361 -0.448 0.53
N 2.303 -2.320 -0.724 -0.39
N 3.603 -0.294 -0.411 -0.20
S 3.720 0.972 0.464 0.08
H 1.356 1.418 0.557 0.33
H -0.382 -1.164 0.064 0.47
```

The calculation puts the frontier orbital gap (spin up / spin down) at 6.9 / 6.9 eV. As for the SMILES: N#CN=S.C#C. The calculation puts the maximum force at 3.78 eV/A. The value obtained for the relative energy (zero: lowest compared OMol25 entry of this formula, charge and spin) is 4.279 eV.

Entry 12:
ORCA calculation (wB97M-V/def2-TZVPD) on a single C3H2N2S molecule in a non-equilibrium geometry.

```
8
Properties=species:S:1:pos:R:3:mulliken_charge:R:1
C 0.309 1.101 0.581 0.31
C -0.841 -0.354 -0.557 0.08
C 0.386 -1.028 -0.104 0.03
H -1.648 -0.977 -1.064 0.31
H 0.749 -2.052 -0.294 0.35
N -0.833 0.871 -0.199 -0.46
N 1.138 -0.061 0.456 -0.40
S 0.740 2.500 1.181 -0.22
```

The calculation puts the frontier orbital gap at 7.3 eV. As for the SMILES: S=C1N=CC=N1. The calculation puts the maximum force at 4.41 eV/A. The value obtained for the relative energy (zero: lowest compared OMol25 entry of this formula, charge and spin) is 0.899 eV.

Entry 13:
ORCA calculation (wB97M-V/def2-TZVPD) on a single C3H2N2S molecule in a non-equilibrium geometry.

```
8
Properties=species:S:1:pos:R:3:mulliken_charge:R:1
C 0.202 -0.222 0.061 0.26
C -0.650 1.364 -1.064 -0.04
C -1.457 1.156 0.131 0.00
H -0.823 2.137 -1.789 0.39
H -2.309 1.696 0.488 0.41
N 0.346 0.526 -1.082 -0.40
N -0.934 0.198 0.896 -0.39
S 1.167 -1.418 0.490 -0.23
```

The calculation puts the frontier orbital gap at 7.2 eV. As for the SMILES: S=C1N=CC=N1. The calculation puts the maximum force at 3.50 eV/A. The value obtained for the relative energy (zero: lowest compared OMol25 entry of this formula, charge and spin) is 0.500 eV.

Entry 14:
ORCA calculation (wB97M-V/def2-TZVPD) on a single C3H2N2S molecule in a non-equilibrium geometry.

```
8
Properties=species:S:1:pos:R:3:mulliken_charge:R:1
C 0.671 0.266 0.319 0.40
C 0.258 -0.214 -1.114 -0.14
C -0.613 0.223 0.943 -0.22
H 0.905 -0.772 -1.967 0.30
H -0.936 0.416 2.003 0.39
N -0.961 -0.413 -1.122 -0.27
N -1.522 -0.176 0.163 -0.28
S 2.197 0.671 0.775 -0.20
```

The calculation puts the frontier orbital gap at 7.2 eV. As for the SMILES: S=C1C=NN=C1. The calculation puts the maximum force at 4.07 eV/A. The value obtained for the relative energy (zero: lowest compared OMol25 entry of this formula, charge and spin) is 1.914 eV.

Entry 15:
ORCA calculation (wB97M-V/def2-TZVPD) on a single C3H2N2S2 molecule in a non-equilibrium geometry.

```
9
Properties=species:S:1:pos:R:3:mulliken_charge:R:1
C -1.367 -0.800 -0.254 -0.15
C 2.478 0.677 0.011 0.35
C -2.126 0.228 -0.039 -0.19
N 1.593 -0.131 0.031 0.19
N 1.254 -1.381 -0.036 -0.31
S 3.366 1.965 0.046 -0.30
S -0.241 -1.913 0.130 -0.07
H -2.244 0.687 0.940 0.25
H -2.715 0.668 -0.829 0.23
```

The calculation puts the frontier orbital gap (spin up / spin down) at 7.1 / 7.2 eV. The expectation value of S² is 2.03. As for the multiplicity: 3. The calculation puts the maximum force at 3.64 eV/A. The value obtained for the relative energy (zero: lowest compared OMol25 entry of this formula, charge and spin) is 2.414 eV.

Entry 16:
ORCA calculation (wB97M-V/def2-TZVPD) on a single C3H2N4O molecule in a non-equilibrium geometry.

```
10
Properties=species:S:1:pos:R:3:mulliken_charge:R:1
C -0.206 -0.004 1.031 0.76
C 0.200 -0.795 -1.314 -0.12
C 0.841 0.396 -1.322 -0.08
H 0.559 -1.566 -2.001 0.34
H 1.362 0.326 -2.228 0.38
N -1.185 -0.846 0.560 -0.26
N -0.918 -1.217 -0.673 -0.18
N 0.405 1.611 -0.590 -0.21
N -0.068 1.279 0.562 -0.15
O 0.679 -0.266 1.856 -0.48
```

The calculation puts the frontier orbital gap at 8.6 eV. As for the SMILES: O=c1nnccnn1. The calculation puts the maximum force at 5.78 eV/A. The value obtained for the relative energy (zero: lowest compared OMol25 entry of this formula, charge and spin) is 3.391 eV.

Entry 17:
ORCA calculation (wB97M-V/def2-TZVPD) on a single C3H2N4O molecule in a non-equilibrium geometry.

```
10
Properties=species:S:1:pos:R:3:mulliken_charge:R:1
C 0.929 0.775 0.594 0.91
C -1.231 -0.018 0.752 0.05
C 0.329 -0.858 -0.889 -0.20
H -2.200 -0.136 1.021 0.50
H 0.474 -1.753 -1.464 0.37
N -0.326 0.755 1.171 -0.50
N -0.936 -1.019 -0.171 -0.43
N 0.373 0.404 -1.356 0.04
N 0.688 1.468 -0.734 -0.31
O 1.901 0.382 1.076 -0.43
```

The calculation puts the frontier orbital gap at 8.5 eV. As for the SMILES: O=c1ncncnn1. The calculation puts the maximum force at 8.19 eV/A. The value obtained for the relative energy (zero: lowest compared OMol25 entry of this formula, charge and spin) is 2.982 eV.

Entry 18:
ORCA calculation (wB97M-V/def2-TZVPD) on a molecular structure, C3H2N4O in a non-equilibrium geometry.

```
10
Properties=species:S:1:pos:R:3:mulliken_charge:R:1
C -1.443 0.771 0.049 -0.06
C 0.323 -0.420 -0.545 0.62
C 0.618 1.363 0.226 0.52
N -1.089 -0.298 -0.512 -0.51
N -0.547 1.551 0.716 -0.51
N 1.146 0.755 -0.720 -0.40
N 0.941 -1.374 0.125 0.17
O 2.088 -1.083 0.568 -0.52
H -2.456 0.930 0.028 0.43
H 0.418 -2.195 0.066 0.26
```

The calculation puts the frontier orbital gap (spin up / spin down) at 7.4 / 7.9 eV. The calculation puts the maximum force at 3.99 eV/A. The value obtained for the relative energy (zero: lowest compared OMol25 entry of this formula, charge and spin) is 4.427 eV.

Entry 19:
ORCA calculation (wB97M-V/def2-TZVPD) on a single C3H2NO2P molecule in a non-equilibrium geometry.

```
9
Properties=species:S:1:pos:R:3:mulliken_charge:R:1
C 0.522 1.628 -0.468 0.11
C 1.228 -0.526 0.497 -0.69
C 0.361 0.325 0.023 0.66
N 0.264 2.722 -0.774 -0.39
O -3.011 -1.234 -0.512 -0.43
O -0.966 0.025 -0.340 -0.14
P -1.698 -1.369 0.086 0.35
H 1.077 -1.497 1.033 0.30
H 2.224 -0.075 0.454 0.23
```

The calculation puts the frontier orbital gap at 9.8 eV. As for the SMILES: C=C(C#N)OP=O. The calculation puts the maximum force at 3.44 eV/A. The value obtained for the relative energy (zero: lowest compared OMol25 entry of this formula, charge and spin) is 0.247 eV.

Entry 20:
ORCA calculation (wB97M-V/def2-TZVPD) on a gas-phase ion, C3H2NO2S (charge -1) in a non-equilibrium geometry.

```
9
Properties=species:S:1:pos:R:3:mulliken_charge:R:1
C -1.213 -0.777 -0.537 0.06
C 0.143 0.972 0.167 0.15
C 1.208 -0.216 0.146 0.46
N -1.115 0.436 -0.286 -0.50
O 2.339 -0.323 0.494 -0.51
O 0.464 2.139 -0.267 -0.79
S 0.134 -1.835 -0.060 -0.34
H -1.908 -1.424 -0.938 0.37
H -0.051 1.028 1.280 0.10
```

The calculation puts the frontier orbital gap at 6.7 eV. As for the SMILES: O=C1SC=N[C@@H]1[O-]. The net charge is -1. The calculation puts the maximum force at 3.18 eV/A. The value obtained for the relative energy (zero: lowest compared OMol25 entry of this formula, charge and spin) is 1.999 eV.